a:
This record from the OMol25 dataset describes 5 unconnected molecules or ions with the total composition C2H16N2O4. The level of theory is the ωB97M-V functional and the def2-TZVPD basis.

The geometry in ORCA input format:
```
! wB97M-V def2-TZVPD RIJCOSX def2/J DEFGRID3
* xyz 0 1
H 0.315 0.120 1.064
O -1.973 -1.102 2.383
N 1.220 0.170 0.621
H -0.440 1.712 -3.663
H 1.327 1.488 -0.011
H -1.505 -1.414 -1.069
H 1.898 -0.202 1.271
H 0.662 2.555 -0.999
O 0.609 2.118 -0.146
N -0.914 -1.862 -0.388
H 0.949 -2.603 0.029
H -1.213 -1.707 0.566
H -0.681 1.591 1.278
O -0.493 1.204 2.143
C 1.269 -0.581 -0.618
H 2.315 -0.851 -0.775
H -2.773 -0.685 2.045
H 0.618 -2.299 -1.707
H -0.391 1.989 2.691
H 0.940 0.007 -1.479
O -0.297 1.731 -2.721
H -1.345 -0.365 2.498
C 0.488 -1.924 -0.691
H -0.586 0.911 -2.322
*
```

The value obtained for the HOMO energy is -8.5 eV. The value obtained for the gap between HOMO and LUMO is 9.06 eV. Its SMILES is NCCN.O.O.O.O. The LUMO energy is 0.564 eV.

=====

b:
This record from the OMol25 dataset describes 5 unconnected molecules or ions with the total composition C2H16N2O4. The level of theory is the ωB97M-V functional and the def2-TZVPD basis.

The geometry in ORCA input format:
```
! wB97M-V def2-TZVPD RIJCOSX def2/J DEFGRID3
* xyz 0 1
H 0.480 2.496 2.519
H 2.055 -0.020 -2.274
H -1.388 1.217 0.144
H -0.082 1.977 1.237
H -0.049 1.395 -1.582
H 0.739 -2.802 0.561
O -1.387 -0.383 3.059
N 0.066 -0.480 -2.581
H 0.384 2.830 -1.210
H -1.477 -0.189 0.533
H 2.002 -1.672 -2.626
C 1.379 -0.894 -2.150
H 0.023 -0.432 -3.594
C 1.418 -1.167 -0.622
O 0.109 1.990 -0.831
H -0.441 -1.957 -0.135
H -0.554 -1.258 -2.357
H -1.110 0.086 3.856
H 2.420 -1.439 -0.244
N 0.513 -2.263 -0.260
H -1.326 0.392 2.432
O 0.331 1.658 2.057
O -1.971 0.630 0.662
H 1.073 -0.218 -0.176
*
```

The value obtained for the HOMO energy is -9.2 eV. The value obtained for the gap between HOMO and LUMO is 9.57 eV. Its SMILES is NCCN.O.O.O.O. The LUMO energy is 0.368 eV.

=====

Which of them is the least stable? Correct choice: a.

=====

a:
This record from the OMol25 dataset describes a single C21H23N3O3 molecule. The level of theory is the ωB97M-V functional and the def2-TZVPD basis.

The geometry in ORCA input format:
```
! wB97M-V def2-TZVPD RIJCOSX def2/J DEFGRID3
* xyz 0 1
C 0.489 -1.960 -0.055
H 4.783 -0.318 -0.243
C 1.622 2.862 -0.227
H 2.684 2.304 2.426
H 1.724 3.129 -1.272
H -5.844 -1.207 0.668
C -4.639 -4.457 1.249
C 1.054 0.513 -0.049
O -6.906 -3.627 1.378
H -5.616 -6.234 0.745
C -5.575 -3.371 1.160
C 3.455 1.236 -0.278
C 4.082 3.419 0.603
O 0.901 3.351 2.669
H 4.034 2.639 -1.442
C 2.054 1.470 -0.134
N 0.706 -3.274 0.066
N -0.461 -3.954 0.186
H 0.644 3.145 0.089
C 1.482 -0.887 -0.083
H 4.675 4.325 0.325
C 2.574 3.723 0.764
C -5.107 -2.068 0.694
H -5.606 -5.809 2.508
C -2.824 -3.157 0.488
N 2.159 5.112 0.608
H 5.440 2.100 -0.277
C -5.022 -5.861 1.599
H 2.785 4.051 2.883
C 4.420 2.381 -0.506
H -3.241 -1.106 0.221
C -7.929 -2.598 1.166
C -3.618 -2.050 0.399
H 3.246 -2.159 0.102
H 4.586 3.008 1.529
C 3.740 -0.131 -0.124
C 2.258 3.352 2.275
H -4.235 -6.565 1.787
H 1.974 5.529 1.533
C -3.363 -4.402 0.815
C -1.366 -3.044 0.215
O -0.813 -1.774 0.051
H -8.065 -1.946 2.108
H 1.264 5.131 0.013
C 2.810 -1.138 0.013
H -2.830 -5.249 0.770
H -0.022 0.676 0.094
H -8.928 -2.958 0.753
H -7.721 -2.012 0.286
H 0.345 4.064 2.330
*
```

The value obtained for the HOMO energy is -8.0 eV. The value obtained for the gap between HOMO and LUMO is 8.35 eV. Its SMILES is COc1ccc(-c2nnc(-c3ccc4c(c3)C[C@@](N)(CO)CC4)o2)cc1C. The LUMO energy is 0.358 eV.

=====

b:
This record from the OMol25 dataset describes a single C21H23N3O3 molecule. The level of theory is the ωB97M-V functional and the def2-TZVPD basis.

The geometry in ORCA input format:
```
! wB97M-V def2-TZVPD RIJCOSX def2/J DEFGRID3
* xyz 0 1
H 1.673 -2.461 3.652
C 0.828 -3.882 1.026
H 1.553 -0.750 3.467
C -2.924 4.806 -3.097
C -0.472 0.142 0.498
H -1.469 4.572 -6.115
H -0.357 -5.328 2.139
H -3.649 5.255 -2.422
C -0.082 -1.976 -0.596
H 2.166 -1.383 -0.100
N -0.584 -0.680 -0.694
H 3.334 -2.403 1.609
H -3.136 3.377 -0.568
C 1.692 -1.267 0.837
H 1.588 0.967 0.291
C 2.208 -1.553 3.317
O -0.404 -2.808 -1.377
C -0.969 3.394 -4.496
H -1.075 -3.413 3.194
H 4.177 -0.078 0.925
C -2.222 3.730 -2.442
C -1.766 4.423 -5.108
H 4.819 -0.626 2.425
N -2.285 3.331 -1.097
H 1.572 -4.038 1.765
C -1.241 -3.235 2.180
N -0.528 -2.029 1.781
H -2.350 -3.209 2.110
C 2.823 -1.452 1.876
H -3.187 5.972 -4.849
H -0.513 -0.235 -1.543
C 1.066 0.192 0.868
C -0.528 2.233 -2.145
C -1.043 -0.715 1.690
H 1.293 -4.297 0.122
H -0.221 2.779 -5.042
C -1.210 1.544 0.341
C -1.220 3.087 -3.109
C 0.581 -2.363 0.758
C -0.535 -4.448 1.433
H 2.899 -1.356 4.062
C -1.323 2.290 -0.845
H 1.140 0.516 1.852
O -2.169 -0.572 2.190
H -1.072 -4.884 0.650
H 3.492 0.575 2.400
C -2.736 5.177 -4.412
O 0.487 1.616 -2.520
H -1.985 1.798 1.171
C 3.865 -0.335 1.949
*
```

The value obtained for the HOMO energy is -8.4 eV. The value obtained for the gap between HOMO and LUMO is 7.47 eV. Its SMILES is CC(C)[C@@H]1C[C@@]2(/C=C3/Nc4ccccc4C3=O)NC(=O)[C@@]13CCCN3C2=O. The LUMO energy is -0.923 eV.

=====

Which of them is the least stable? Correct choice: a.

=====

a:
This record from the OMol25 dataset describes a single C14H16N2O3S molecule. The level of theory is the ωB97M-V functional and the def2-TZVPD basis.

The geometry in ORCA input format:
```
! wB97M-V def2-TZVPD RIJCOSX def2/J DEFGRID3
* xyz 0 1
H -2.519 2.781 -2.111
H -0.965 -2.831 -0.691
C -1.027 -1.758 -0.597
H 0.720 -1.598 0.601
H 5.561 -0.199 3.944
O -2.940 -1.976 -1.872
O -3.283 0.891 -1.712
H -3.494 2.643 -0.618
C -3.802 -1.549 -2.912
H 0.554 2.209 0.961
O 2.395 3.053 2.287
H -3.772 -0.743 -4.891
H -1.324 2.037 -0.300
H -1.619 -1.825 -5.598
H -1.470 -2.548 -3.994
N 4.841 -0.654 3.409
H -4.481 -0.767 -2.563
H -4.382 -2.446 -3.148
N 3.775 1.354 2.972
C -2.095 -1.127 -1.238
H -2.795 -3.026 -5.057
C 0.760 1.142 0.958
C 3.874 0.086 2.871
C 2.688 1.883 2.326
H -2.415 -0.228 -3.887
C -2.177 -2.190 -4.739
C -0.086 -1.063 0.126
H -4.280 2.543 -2.212
C -2.211 0.276 -1.116
C -3.042 -1.080 -4.154
H 4.852 -1.650 3.287
C 1.868 0.816 1.646
C -0.176 0.325 0.234
S 2.600 -0.743 1.923
C -1.251 0.965 -0.398
C -3.383 2.293 -1.649
*
```

The value obtained for the HOMO energy is -7.8 eV. The value obtained for the gap between HOMO and LUMO is 7.78 eV. Its SMILES is CCCOc1ccc(/C=C2\SC(N)=NC2=O)cc1OC. The LUMO energy is -0.038 eV.

=====

b:
This record from the OMol25 dataset describes 2 unconnected molecules or ions with the total composition C14H16N2O3S. The level of theory is the ωB97M-V functional and the def2-TZVPD basis.

The geometry in ORCA input format:
```
! wB97M-V def2-TZVPD RIJCOSX def2/J DEFGRID3
* xyz 0 1
C -1.380 1.899 0.603
H 4.578 -0.158 3.664
O -1.584 2.302 -0.655
C 4.238 -0.978 -0.091
C 4.484 -0.391 2.611
O -5.280 0.411 -0.288
H -0.774 -0.096 1.304
C -1.227 -1.171 -1.164
C -1.014 1.413 -1.614
C -0.561 0.167 -0.857
C -4.463 -0.246 -1.116
H -5.883 2.425 -0.389
C 3.205 -1.284 0.784
H 6.203 -0.145 -0.294
H -1.675 1.176 -2.439
C 5.396 -0.382 0.387
N -4.053 0.487 -2.062
S -3.926 -1.910 -1.000
N -4.628 1.737 -1.859
H -0.195 1.972 -2.059
C 3.326 -0.989 2.134
H 0.501 0.959 0.877
H 0.475 0.045 -1.161
C -5.317 1.641 -0.836
C 5.520 -0.091 1.738
H -2.057 -2.511 0.363
C -2.316 -1.613 -0.170
H 4.141 -1.204 -1.145
H -2.530 -0.859 0.569
O -1.844 2.450 1.574
H 6.425 0.371 2.111
H 2.519 -1.225 2.815
C -0.498 0.655 0.578
H -1.657 -1.180 -2.154
H -0.448 -1.922 -1.174
H 2.302 -1.754 0.411
*
```

The value obtained for the HOMO energy is -9.6 eV. The value obtained for the gap between HOMO and LUMO is 10.05 eV. Its SMILES is O=C1C[C@@H](CCSc2nnco2)CO1.c1ccccc1. The LUMO energy is 0.416 eV.

=====

Which of them is the least stable? Correct choice: b.